Computed, not measured: a 6-piece molecular cluster, C23H39Cl2FO12 overall at a distorted geometry, with the ωB97M-V functional and the def2-TZVPD basis.

Each line ends with the Mulliken charge.
Geometry (Å):
C 1.43829 0.52093 21.12853  -0.987
C 0.70962 -0.28262 22.18201  -0.394
O -0.60399 0.16060 22.49688  0.075
C -1.38556 -0.37449 23.48945  0.507
O -1.04738 -1.37464 24.09937  -0.614
O -2.33176 0.45028 23.89315  -0.058
C -3.09420 0.12406 24.99596  -0.769
H 1.33246 1.60134 21.22663  0.217
H 1.23021 0.23202 20.09832  0.094
H 2.48179 0.22538 21.23733  0.441
H 1.49098 -0.40663 22.93181  0.393
H 0.64888 -1.28184 21.75075  0.325
H -2.74578 0.70609 25.84917  0.253
H -3.14882 -0.95977 25.09814  0.402
H -4.08562 0.53357 24.80237  0.193
C -3.24444 10.11405 27.44117  -1.137
C -3.09834 8.51902 27.51281  -0.289
O -2.61335 8.06365 26.22101  -0.324
C -3.35409 7.43563 25.39701  0.923
O -4.57274 7.27553 25.52516  -0.652
O -2.73018 7.16324 24.30211  -0.335
C -3.40545 6.66600 23.16949  -0.239
H -2.29743 10.59727 27.20080  0.313
H -3.59549 10.52968 28.38568  0.367
H -3.88259 10.40094 26.60538  0.303
H -4.02993 7.99560 27.72787  0.386
H -2.34955 8.18123 28.22927  0.278
H -3.85427 7.52341 22.66797  0.303
H -4.11285 5.90116 23.48996  0.252
H -2.68299 6.21423 22.48975  -0.137
C -0.23122 5.21505 25.11794  -1.018
C -0.83409 4.88002 26.47750  -0.270
O -2.19054 4.37230 26.31464  -0.056
C -2.90370 4.06211 27.43139  0.565
O -2.60564 4.33592 28.57745  -0.576
O -4.10156 3.42210 27.03832  -0.418
C -4.68242 3.38973 25.76648  -0.191
H -0.14973 4.40348 24.39488  0.111
H 0.81656 5.45986 25.29204  0.446
H -0.60436 6.02977 24.49738  0.263
H -0.87288 5.74794 27.13576  0.256
H -0.35791 3.99695 26.90356  0.468
H -3.85329 3.16581 25.09530  -0.022
H -5.12514 4.35640 25.52637  0.213
H -5.38532 2.55693 25.74477  0.275
C 1.17591 12.15311 15.50165  -1.173
C 0.31620 10.90424 15.44254  -0.216
O 0.43781 10.04934 16.62045  -0.278
C -0.23149 8.81199 16.57258  0.765
O -0.89192 8.33316 15.63332  -0.594
O 0.04622 8.13726 17.63515  -0.320
C -0.48302 6.81856 17.87210  -0.536
H 0.88755 12.84723 14.71226  0.356
H 2.20615 11.79848 15.47054  0.295
H 1.08516 12.59220 16.49516  0.317
H 0.54259 10.43690 14.48419  0.322
H -0.72534 11.15990 15.24775  0.323
H 0.10363 5.92016 17.68028  0.332
H -1.33237 6.77480 17.19036  0.356
H -0.95164 6.63005 18.83801  0.045
F -0.48706 1.17341 17.74316  -0.362
C -1.16272 0.32030 18.57030  0.156
C -0.70176 -0.96214 18.65432  -0.317
C -1.42996 -1.82728 19.52940  -0.776
C -2.39697 -1.24866 20.33080  -0.328
C -2.84099 0.07479 20.27270  -0.498
C -2.19316 0.83680 19.34915  -0.177
H 0.13997 -1.30401 18.07036  0.467
H -1.13869 -2.86697 19.55393  0.400
H -2.88947 -1.90838 21.02982  0.425
H -3.71411 0.23557 20.88769  0.458
H -2.25133 1.91521 19.34217  0.543
Cl -3.24406 2.85983 21.82240  -0.187
C -1.58837 3.35592 21.87189  1.615
Cl -1.24939 4.74855 20.80221  -0.153
H -1.42060 3.71482 22.88734  -0.849
H -0.94787 2.49771 21.66861  -0.545

M   597.5 u
Spin multiplicity   1
Energy   -76813.3661 eV
HOMO   -0.3482 hartree
Net charge   0
SMILES   CCOC(=O)OC.CCOC(=O)OC.CCOC(=O)OC.CCOC(=O)OC.Fc1ccccc1.ClCCl
LUMO energy   0.46 eV